Density functional theory data (ωB97M-V/def2-TZVPD) for a molecular structure, C32H25AsBaN11O6S.

Values from the calculation:
- Kohn-Sham gap: 4.8 eV
- LUMO energy: 2.168 eV
- Net charge: -1

Last column: Löwdin charge in e.
CARTESIAN COORDINATES (ANGSTROEM)
Ba: -1.11 -0.05 -0.22  1.93
C: 2.25 -3.44 -1.70  -0.30
C: 3.21 -3.51 -0.60  -0.11
C: 3.24 -2.56 0.37  -0.07
C: 2.60 -1.32 0.47  -0.36
N: 2.00 -0.91 -1.94  0.06
C: 2.06 -2.10 -2.37  -0.11
N: 2.36 -0.86 1.68  0.16
C: 1.57 0.06 2.15  -0.32
N: 0.72 0.97 1.47  -0.06
C: 0.07 1.70 2.40  -0.37
N: -0.74 2.75 2.30  0.11
C: -1.25 3.33 1.20  -0.38
C: -1.57 4.72 1.31  -0.03
C: -2.17 5.37 0.26  -0.10
C: -2.48 4.67 -0.91  -0.10
C: -2.15 3.34 -0.94  -0.19
N: -1.55 2.67 0.06  -0.04
C: 0.43 1.22 3.74  -0.12
C: 0.01 1.60 5.01  -0.03
C: 0.55 0.95 6.10  -0.11
C: 1.50 -0.07 5.93  -0.11
C: 1.93 -0.45 4.67  -0.03
C: 1.38 0.22 3.57  -0.12
H: 2.46 -4.17 -2.47  0.13
H: 3.71 -4.46 -0.43  0.08
H: 3.76 -2.80 1.29  0.11
H: 1.93 -2.13 -3.45  0.12
H: -1.32 5.22 2.23  0.10
H: -2.40 6.43 0.34  0.10
H: -2.96 5.14 -1.75  0.09
H: -2.37 2.74 -1.83  0.10
H: -0.72 2.39 5.13  0.10
H: 0.24 1.21 7.11  0.09
H: 1.91 -0.57 6.80  0.09
H: 2.66 -1.23 4.52  0.10
O: -2.82 0.34 1.64  -0.61
As: -3.15 -1.34 2.29  1.07
O: -3.77 -2.00 0.94  -0.61
O: -1.19 -1.83 2.00  -0.42
C: -0.93 -3.14 2.11  -0.42
C: -1.20 -3.85 3.28  -0.03
C: -0.91 -5.19 3.38  -0.08
C: -0.32 -5.88 2.32  -0.10
C: -0.03 -5.19 1.16  -0.06
C: -0.35 -3.85 1.05  -0.25
S: 0.07 -2.83 -0.35  0.90
O: 2.03 -0.55 -0.61  -0.15
O: 0.86 -3.91 -1.27  -0.31
O: -1.19 -2.45 -1.03  -0.64
H: -2.35 0.93 2.25  -0.01
H: -1.62 -3.30 4.12  0.10
H: -1.12 -5.71 4.31  0.10
H: -0.07 -6.93 2.41  0.09
H: 0.46 -5.68 0.33  0.11
N: 1.64 2.83 -0.56  0.21
C: 1.14 2.87 -1.79  -0.43
N: 1.43 3.95 -2.54  0.17
C: 0.96 3.91 -3.77  -0.47
N: 1.23 4.98 -4.58  0.14
N: 0.28 2.90 -4.32  0.16
C: 0.03 1.90 -3.48  -0.31
N: 0.39 1.83 -2.22  0.13
C: -0.72 0.74 -4.06  -0.21
C: -0.77 0.56 -5.44  -0.02
C: -1.43 -0.54 -5.95  -0.06
C: -2.04 -1.42 -5.07  -0.05
C: -1.95 -1.16 -3.71  -0.13
N: -1.30 -0.11 -3.21  0.05
H: 2.14 3.63 -0.23  0.11
H: 1.39 2.07 0.09  0.05
H: 1.52 5.82 -4.12  0.09
H: 0.66 5.06 -5.40  0.09
H: -0.28 1.29 -6.07  0.10
H: -1.48 -0.70 -7.01  0.10
H: -2.56 -2.30 -5.42  0.10
H: -2.38 -1.84 -2.98  0.10

***

Density functional theory data (ωB97M-V/def2-TZVPD) for C2H5OP in the gas phase.

Values from the calculation:
- Kohn-Sham gap: 10.0 eV
- Structure (SMILES): O=CCP
- LUMO energy: 0.582 eV
- Net charge: 0

Last column: Löwdin charge in e.
CARTESIAN COORDINATES (ANGSTROEM)
O: 1.97 -0.86 0.41  0.00
C: 1.24 0.02 -0.08  -0.28
C: -0.20 0.69 0.37  -0.47
P: -1.55 -0.57 0.12  0.77
H: 1.26 0.43 -1.10  0.09
H: -0.43 1.60 -0.27  0.08
H: -0.22 0.97 1.41  0.03
H: -0.57 -1.62 0.39  -0.08
H: -1.49 -0.65 -1.27  -0.13

***

Density functional theory data (ωB97M-V/def2-TZVPD) for a molecular structure, C45H38O3S5V.

Values from the calculation:
- Kohn-Sham gap (spin up / spin down): 5.8 / 6.4 eV
- LUMO energy (spin up / spin down): -7.319 / -6.681 eV
- Net charge: +2
- Multiplicity: 2
- <S²>: 0.821

Last column: Löwdin charge in e.
CARTESIAN COORDINATES (ANGSTROEM)
V: -1.60 0.97 0.11  0.45
S: -4.47 3.53 2.19  0.74
C: -3.45 2.54 1.46  -1.63
S: -3.41 0.77 1.49  0.66
S: -2.08 3.07 0.42  0.69
C: 6.79 1.76 -1.34  -0.03
C: 5.34 1.41 -1.40  -0.24
C: 4.45 1.91 -0.45  -0.01
C: 3.10 1.60 -0.48  -0.06
C: 2.64 0.77 -1.49  -0.38
C: 3.49 0.28 -2.47  -0.07
C: 4.84 0.59 -2.41  -0.02
S: 0.94 0.34 -1.62  1.15
O: 0.22 1.22 -0.55  -0.62
C: 0.73 -1.32 -1.02  -0.32
C: 0.08 -2.17 -1.95  -0.07
C: -0.16 -3.47 -1.63  0.01
C: 0.23 -3.97 -0.37  -0.13
C: -0.01 -5.33 -0.02  -0.01
C: 0.38 -5.81 1.19  -0.04
C: 1.02 -4.96 2.12  -0.03
C: 1.26 -3.65 1.82  0.00
C: 0.88 -3.12 0.57  -0.10
C: 1.13 -1.76 0.22  -0.14
C: 1.90 -0.92 1.18  -0.14
C: 3.32 -1.07 1.21  -0.11
C: 4.00 -1.90 0.28  0.00
C: 5.36 -2.02 0.34  -0.04
C: 6.11 -1.33 1.32  -0.04
C: 5.48 -0.53 2.22  -0.01
C: 4.07 -0.38 2.19  -0.15
C: 3.41 0.46 3.11  0.01
C: 2.06 0.62 3.08  -0.03
C: 1.30 -0.09 2.11  -0.25
S: -0.49 0.03 2.13  0.89
O: -1.06 -1.32 2.23  -0.40
C: -0.86 0.97 3.58  -0.42
C: -0.67 2.34 3.64  -0.10
C: -1.03 3.01 4.80  -0.01
C: -1.57 2.33 5.89  -0.24
C: -1.93 3.06 7.15  -0.03
C: -1.75 0.95 5.79  0.00
C: -1.41 0.26 4.64  -0.04
H: 7.11 1.93 -0.31  0.08
H: 6.99 2.68 -1.90  0.10
H: 7.41 0.98 -1.77  0.09
H: 4.82 2.56 0.34  0.13
H: 2.43 1.98 0.27  0.11
H: 3.11 -0.35 -3.28  0.12
H: 5.51 0.20 -3.16  0.13
H: -0.20 -1.77 -2.92  0.10
H: -0.64 -4.13 -2.33  0.13
H: -0.50 -5.97 -0.74  0.12
H: 0.20 -6.84 1.45  0.12
H: 1.32 -5.35 3.08  0.12
H: 1.74 -3.02 2.55  0.13
H: 3.44 -2.45 -0.46  0.13
H: 5.87 -2.65 -0.38  0.12
H: 7.18 -1.45 1.35  0.12
H: 6.04 -0.01 2.99  0.12
H: 4.00 0.98 3.86  0.13
H: 1.57 1.24 3.81  0.11
H: -0.25 2.89 2.80  0.11
H: -0.88 4.08 4.86  0.13
H: -2.12 4.11 6.95  0.09
H: -1.11 3.00 7.87  0.10
H: -2.81 2.63 7.62  0.09
H: -2.19 0.41 6.62  0.13
H: -1.57 -0.81 4.56  0.12
C: -5.90 1.14 -6.97  -0.01
C: -5.26 0.93 -5.64  -0.19
C: -3.89 1.15 -5.46  0.03
C: -3.27 0.95 -4.25  -0.15
C: -1.80 1.22 -4.11  -0.01
C: -4.08 0.51 -3.15  -0.09
C: -3.58 0.29 -1.87  -0.09
O: -2.35 0.42 -1.49  -0.20
C: -5.49 0.28 -3.32  -0.16
C: -6.38 -0.18 -2.20  -0.02
C: -6.03 0.50 -4.56  0.02
H: -5.24 1.65 -7.67  0.09
H: -6.82 1.71 -6.87  0.10
H: -6.17 0.17 -7.40  0.11
H: -3.30 1.49 -6.31  0.13
H: -1.39 1.55 -5.06  0.10
H: -1.27 0.32 -3.80  0.07
H: -1.61 1.98 -3.36  0.10
H: -4.26 0.00 -1.08  0.10
H: -6.07 -1.15 -1.80  0.10
H: -7.40 -0.29 -2.56  0.09
H: -6.40 0.54 -1.38  0.10
H: -7.09 0.34 -4.71  0.14

***

Density functional theory data (ωB97M-V/def2-TZVPD) for a molecular structure, C24H30Cl2F5N7OSe3SiY.

Values from the calculation:
- Kohn-Sham gap: 7.4 eV
- LUMO energy: -2.448 eV
- Net charge: +1

Last column: Löwdin charge in e.
CARTESIAN COORDINATES (ANGSTROEM)
Y: 0.32 0.14 -0.25  1.22
Se: 0.87 1.51 -4.08  0.74
Se: 2.34 1.89 -2.33  0.63
C: 3.06 0.11 -2.23  -0.67
C: 4.21 -0.21 -2.93  -0.07
C: 4.68 -1.51 -2.85  -0.03
C: 3.98 -2.43 -2.10  -0.03
C: 2.84 -2.01 -1.43  -0.13
N: 2.39 -0.76 -1.48  -0.06
C: -0.78 1.89 -3.18  -0.66
C: -1.83 2.26 -4.03  -0.11
C: -3.03 2.66 -3.48  -0.04
C: -3.12 2.74 -2.09  -0.05
C: -2.04 2.36 -1.34  -0.14
N: -0.89 1.89 -1.86  -0.03
H: 4.72 0.55 -3.51  0.11
H: 5.58 -1.80 -3.38  0.12
H: 4.31 -3.46 -2.01  0.12
H: 2.27 -2.71 -0.82  0.08
H: -1.69 2.24 -5.10  0.11
H: -3.85 2.95 -4.11  0.12
H: -4.02 3.11 -1.61  0.11
H: -2.06 2.42 -0.26  0.08
C: -0.42 3.26 3.77  -0.02
N: -1.65 2.59 3.34  -0.14
C: -2.89 2.92 4.03  -0.04
C: -1.61 1.80 2.25  -0.46
N: -0.58 1.67 1.47  0.00
N: -2.77 1.08 2.01  0.16
C: -2.97 0.14 1.01  -0.49
N: -4.26 -0.30 0.94  0.18
N: -2.02 -0.28 0.26  0.05
H: -0.54 3.56 4.81  0.10
H: -0.20 4.14 3.17  0.11
H: 0.42 2.58 3.71  0.09
H: -3.21 2.12 4.70  0.10
H: -3.69 3.14 3.32  0.09
H: -2.74 3.81 4.63  0.10
H: 0.18 2.30 1.73  -0.04
H: -3.47 1.08 2.74  0.13
H: -5.01 0.29 1.25  0.11
H: -4.48 -0.97 0.23  0.11
H: -2.34 -0.90 -0.47  0.03
C: -1.23 -1.46 -4.61  -0.17
Si: -1.09 -2.12 -2.86  0.25
C: -2.86 -2.52 -2.28  -0.18
C: -0.11 -3.72 -2.89  -0.17
O: -0.43 -1.06 -1.83  -0.54
H: -1.77 -2.17 -5.24  0.04
H: -0.24 -1.31 -5.05  0.02
H: -1.77 -0.52 -4.64  0.01
H: -3.32 -3.26 -2.93  0.04
H: -3.49 -1.62 -2.31  0.02
H: -2.87 -2.92 -1.26  0.02
H: -0.48 -4.40 -3.66  0.04
H: -0.15 -4.25 -1.93  0.01
H: 0.94 -3.51 -3.11  0.02
Cl: -0.12 -1.13 3.00  0.63
C: 0.10 -2.80 2.46  -0.89
Cl: -0.04 -2.88 0.69  0.64
H: -0.68 -3.42 2.90  0.04
H: 1.09 -3.13 2.74  0.02
F: 4.68 -1.49 5.48  0.14
C: 4.22 -0.76 4.46  -0.14
C: 3.57 -1.37 3.41  -0.15
F: 3.37 -2.69 3.40  0.11
C: 3.09 -0.59 2.37  -0.28
F: 2.44 -1.24 1.36  -0.04
C: 3.22 0.78 2.32  -0.51
Se: 2.57 1.81 0.87  0.64
C: 3.89 1.36 3.39  -0.26
F: 4.05 2.68 3.43  0.08
C: 4.38 0.62 4.45  -0.14
F: 5.01 1.21 5.46  0.14

***

Across the entries above, relative energy (zero: lowest compared OMol25 entry of this formula, charge and spin) takes the values 574.5, 132.5, 0.0, 54.0 kJ/mol, respectively.